Density functional theory data (wB97M-V/def2-TZVPD) for C12H36O6 as an isolated structure.

Geometry as XYZ:
```
54
Properties=species:S:1:pos:R:3:forces:R:3
C -0.31643 15.05215 -19.83096 0.98 1.64 0.11
C -1.56026 14.82532 -20.76285 -0.45 7.24 1.54
O -1.46845 13.68801 -21.55980 -3.72 8.66 -11.33
H 0.56255 15.21031 -20.45585 -0.10 0.26 0.32
H -0.10047 14.23381 -19.14410 -0.19 0.92 -0.28
H -0.38362 15.91509 -19.16844 -0.74 0.44 -0.47
H -1.59623 15.73892 -21.35627 -0.47 -0.06 -0.13
H -2.37353 14.71894 -20.04496 -0.53 0.73 -1.24
H -2.06124 13.93221 -22.27433 -0.15 -0.13 -1.00
C 0.16254 12.09735 -22.67761 -1.65 -5.09 -3.95
C -0.34608 10.60629 -22.60182 1.17 2.42 -2.27
O -1.75178 10.62514 -22.71093 10.36 6.90 -6.39
H -0.00669 12.65810 -21.75836 -1.60 -3.67 -3.65
H -0.14630 12.63499 -23.57409 -0.72 -0.16 -0.31
H 1.22373 11.92512 -22.85737 -0.58 0.00 -1.20
H -0.06279 10.14966 -21.65348 -0.37 0.08 -0.32
H 0.08622 9.99090 -23.39081 0.11 -0.02 -0.20
H -2.20276 11.04830 -23.44520 1.13 0.74 -1.10
C -2.82360 9.41473 -22.17124 -8.05 -4.98 1.07
C -3.64290 9.26645 -23.44784 0.21 -2.49 -0.18
O -5.02437 9.03177 -23.18437 0.21 0.74 -0.05
H -3.43578 8.95083 -21.39785 -0.32 -1.03 0.22
H -2.86419 10.50386 -22.15590 -4.77 -1.47 4.49
H -1.84103 8.96147 -22.30244 -0.65 -1.48 1.07
H -3.29059 8.36590 -23.95081 0.25 -0.18 -0.55
H -3.49914 10.07727 -24.16198 -0.26 0.34 -0.10
H -5.42089 9.07630 -24.05751 -0.48 -0.12 0.07
C -1.52515 10.59556 -19.99157 -0.66 -0.42 -0.10
C -1.85956 12.01296 -20.53480 -0.86 -4.93 0.15
O -0.98013 12.84801 -19.97027 -1.33 -3.30 5.23
H -0.44369 10.46173 -19.96626 -0.70 -0.61 0.18
H -1.97138 9.83819 -20.63606 0.54 0.41 0.96
H -1.87613 10.35191 -18.98881 -0.17 0.50 0.22
H -2.91175 12.22432 -20.34424 -0.30 0.11 -0.22
H -1.74748 12.16966 -21.60764 -0.65 -2.83 1.58
H -1.07512 13.65135 -20.48722 2.40 -4.26 5.19
C -2.86388 13.24210 -18.34378 0.57 1.73 0.65
C -2.31121 13.40103 -16.91480 -0.71 -0.54 -0.19
O -3.20812 12.73745 -16.07543 -1.51 -1.21 1.27
H -2.29298 13.89780 -19.00123 -0.28 -0.76 1.47
H -3.86960 13.63528 -18.49223 -0.45 -0.43 0.72
H -2.72634 12.26620 -18.80939 -0.59 0.37 1.67
H -2.24052 14.39878 -16.48166 0.42 0.49 -0.91
H -1.37586 12.86179 -16.76500 0.52 0.38 -0.59
H -3.42363 13.23736 -15.28472 0.18 0.03 -0.14
C 1.20911 13.08895 -21.01393 5.61 1.31 3.39
C 1.07607 12.30696 -19.70694 0.19 0.67 0.47
O 2.29440 11.80519 -19.21862 1.26 -0.27 -0.72
H 1.50709 12.34959 -21.75733 1.95 1.89 2.75
H 1.99662 13.83763 -20.92785 0.26 0.39 0.30
H 0.26733 13.54075 -21.32543 3.15 2.05 1.39
H 0.24581 11.64386 -19.94997 2.35 -0.46 0.90
H 0.66608 12.97058 -18.94561 0.68 -0.63 0.31
H 2.21831 11.00322 -18.69645 -0.48 0.08 -0.12
```
Forces are in eV/Å.

* multiplicity: 1
* E_tot: -929.24574 a.u.
* gap between HOMO and LUMO: 7.0 eV